Record 1
{
  "formula": "C41H46AsN5O3SbScSe4",
  "method": "ωB97M-V with the def2-TZVPD basis set",
  "homo_ev": -0.536,
  "charge": -2,
  "energy_ev": -406324.3952,
  "de_lowest_kj_mol": 229.3,
  "e_lumo_ev": 3.2697,
  "symbols": ["Sc", "C", "N", "C", "C", "C", "N", "C", "C", "C", "C", "C", "C", "C", "O", "C", "C", "C", "N", "C", "C", "C", "C", "C", "C", "C", "O", "H", "H", "H", "H", "H", "H", "H", "H", "H", "H", "H", "H", "H", "H", "H", "H", "H", "H", "H", "H", "H", "H", "H", "H", "H", "C", "C", "C", "C", "C", "C", "As", "C", "C", "C", "C", "C", "C", "C", "C", "C", "C", "C", "C", "H", "H", "H", "H", "H", "H", "H", "H", "H", "H", "H", "H", "H", "H", "H", "C", "N", "C", "N", "O", "H", "H", "H", "H", "H", "H", "Se", "Sb", "Se", "Se", "Se"],
  "coordinates": [[1.140440, -0.318958, 0.282237], [2.917739, 2.558238, 2.170320], [2.566009, 2.515606, 0.746375], [3.786032, 2.563231, -0.071333], [4.757703, 1.411828, 0.155935], [4.657157, 0.270070, -0.852945], [3.338229, -0.115099, -1.290254], [3.267376, -0.497121, -2.506201], [2.179609, -1.196182, -3.136756], [2.182794, -1.344452, -4.526030], [1.229258, -2.089348, -5.185075], [0.244802, -2.738589, -4.440781], [0.206374, -2.617256, -3.075550], [1.164003, -1.846078, -2.364478], [1.089587, -1.741469, -1.094256], [1.723513, 3.675141, 0.425332], [0.267934, 3.317545, 0.139173], [-0.460779, 2.639790, 1.291535], [-0.007173, 1.309240, 1.600418], [0.081243, 1.010469, 2.859591], [0.355312, -0.257074, 3.425726], [0.824722, -0.312764, 4.753635], [1.260985, -1.482610, 5.310985], [1.157505, -2.674897, 4.584313], [0.632754, -2.672357, 3.319793], [0.284934, -1.467890, 2.669832], [-0.046678, -1.482780, 1.408972], [3.708826, 3.290383, 2.378281], [3.250964, 1.582125, 2.521159], [2.040461, 2.810815, 2.761806], [4.312162, 3.518423, 0.123034], [3.473028, 2.561350, -1.126095], [4.600179, 1.022764, 1.158464], [5.785108, 1.779843, 0.118450], [5.101717, -0.626748, -0.384953], [5.282627, 0.504927, -1.732487], [4.150034, -0.357405, -3.161763], [2.965587, -0.854813, -5.094823], [1.255420, -2.194930, -6.262611], [-0.489844, -3.353574, -4.948249], [-0.560436, -3.114556, -2.493702], [2.110600, 4.193084, -0.464830], [1.752836, 4.399792, 1.251652], [0.219309, 2.664223, -0.726991], [-0.270073, 4.237833, -0.112580], [-1.517009, 2.553704, 0.981632], [-0.434872, 3.282408, 2.190651], [-0.038504, 1.820054, 3.600434], [0.906553, 0.620869, 5.295793], [1.733756, -1.493055, 6.280513], [1.553535, -3.587226, 5.007016], [0.592967, -3.577180, 2.723500], [-3.466844, -0.568247, 4.405833], [-3.183798, -1.750029, 3.742849], [-2.805478, -1.728308, 2.412260], [-2.702019, -0.534341, 1.711507], [-3.035672, 0.638265, 2.381371], [-3.401815, 0.630236, 3.715399], [-1.955281, -0.398939, -0.101653], [-2.570242, -2.140116, -0.760911], [-3.582697, -2.275468, -1.702987], [-3.993540, -3.528108, -2.124408], [-3.402501, -4.668984, -1.609780], [-2.366713, -4.549468, -0.698758], [-1.945715, -3.294986, -0.294517], [-3.526079, 0.627412, -0.732658], [-4.803126, 0.328967, -0.275773], [-5.879687, 1.132460, -0.590927], [-5.693605, 2.260197, -1.373366], [-4.431931, 2.563447, -1.850803], [-3.357995, 1.751562, -1.528483], [-3.732841, -0.577846, 5.454364], [-3.244276, -2.694684, 4.268372], [-2.572637, -2.664952, 1.922407], [-3.013603, 1.585808, 1.849810], [-3.623863, 1.567116, 4.216201], [-4.060809, -1.393447, -2.117450], [-4.783884, -3.613618, -2.858956], [-3.738628, -5.647370, -1.927596], [-1.882387, -5.435512, -0.309453], [-1.093449, -3.210172, 0.371256], [-4.954881, -0.549573, 0.341263], [-6.864758, 0.884473, -0.219550], [-6.531865, 2.900486, -1.608774], [-4.281779, 3.442270, -2.462460], [-2.363086, 1.996833, -1.890877], [1.054027, 2.442671, -4.739318], [1.113414, 2.084441, -3.345194], [0.418334, 1.074337, -2.766466], [-0.551280, 0.469896, -3.513550], [0.554496, 0.840736, -1.571253], [1.552407, 3.399591, -4.881602], [0.011350, 2.548899, -5.044827], [1.536306, 1.696114, -5.380807], [1.875432, 2.445180, -2.788647], [-0.405358, 0.375910, -4.505202], [-0.935908, -0.363010, -3.080268], [4.535870, -3.046055, 4.652210], [4.756934, -1.242320, 3.025937], [2.793772, -0.804513, 1.614290], [5.498088, 0.657285, 4.380309], [6.753283, -1.763872, 1.707826]],
  "atomic_forces_ev_per_a": [[-2.19, 2.12, -2.93], [0.00, -0.37, 0.08], [0.04, 0.38, -0.09], [0.13, 0.02, -0.15], [-0.26, -0.05, -0.01], [0.71, -0.06, 0.22], [-0.66, 0.09, -0.91], [0.83, 0.46, 0.48], [-0.77, -0.52, -0.09], [0.05, 0.11, 0.21], [-0.12, -0.02, -0.40], [-0.03, -0.01, -0.16], [0.00, -0.16, 0.27], [0.14, -0.03, -0.60], [-0.34, -0.87, -0.38], [-0.26, 0.01, -0.22], [0.15, 0.01, 0.20], [-0.33, 0.39, -0.23], [0.53, -0.44, 0.66], [-0.23, 0.73, -0.41], [-0.24, -1.11, 0.14], [-0.10, 0.11, -0.22], [-0.02, -0.01, 0.25], [-0.02, 0.09, 0.07], [-0.38, 0.08, -0.41], [-0.08, -0.04, 1.37], [-0.57, -0.38, -0.12], [0.00, 0.05, -0.01], [0.12, 0.23, 0.04], [-0.08, 0.08, -0.02], [-0.11, -0.03, -0.07], [0.02, 0.11, 0.03], [0.29, 0.11, -0.04], [-0.05, -0.04, 0.06], [0.01, 0.26, -0.01], [-0.06, -0.03, 0.04], [-0.10, -0.08, 0.13], [0.12, 0.01, -0.01], [0.04, 0.01, -0.01], [-0.06, 0.01, 0.02], [0.05, -0.03, -0.01], [0.07, -0.05, 0.14], [0.09, 0.05, -0.09], [0.00, 0.09, 0.03], [-0.05, 0.04, 0.05], [0.14, 0.16, 0.09], [-0.04, -0.08, -0.10], [-0.08, -0.08, -0.17], [0.07, 0.06, 0.09], [0.03, 0.04, 0.07], [-0.05, 0.00, -0.01], [0.06, 0.01, 0.02], [-0.05, 0.00, 0.12], [-0.12, 0.00, 0.16], [0.07, -0.19, -0.27], [-0.04, -0.01, 0.25], [0.00, 0.23, -0.26], [-0.06, 0.10, 0.08], [-0.98, -0.11, 0.12], [0.01, -0.07, 0.01], [-0.04, 0.28, -0.09], [-0.11, -0.14, -0.17], [-0.06, -0.14, -0.07], [-0.06, -0.07, -0.04], [0.40, -0.04, 0.18], [0.15, 0.06, 0.03], [-0.17, -0.23, 0.08], [-0.16, -0.04, 0.02], [-0.09, 0.13, -0.11], [-0.11, 0.20, -0.09], [0.45, -0.11, -0.01], [-0.01, -0.02, 0.05], [0.05, -0.01, 0.00], [0.05, 0.06, 0.09], [0.01, -0.09, 0.09], [0.00, -0.05, -0.02], [0.01, -0.10, 0.04], [-0.05, 0.00, -0.04], [-0.01, -0.04, -0.03], [0.06, 0.01, 0.02], [-0.03, 0.09, 0.02], [0.00, 0.04, 0.03], [-0.07, -0.01, 0.03], [-0.08, 0.06, -0.03], [0.02, 0.07, -0.05], [-0.05, 0.03, 0.01], [-0.08, -0.19, -0.09], [0.33, 0.15, -0.01], [-0.35, 0.41, -0.02], [-0.23, 0.01, -0.02], [0.17, 0.04, 0.09], [-0.02, -0.02, 0.00], [0.03, 0.07, -0.07], [-0.01, 0.04, -0.02], [-0.12, -0.20, 0.05], [0.09, -0.08, -0.02], [0.18, 0.13, -0.10], [-0.49, -0.39, -0.07], [2.34, -0.55, 1.60], [3.66, -1.37, 2.54], [-0.59, 0.65, -0.14], [-0.23, -0.02, -0.74]]
}

***

Record 2
{
  "formula": "C6H7Cl2O3P",
  "method": "ωB97M-V with the def2-TZVPD basis set",
  "homo_ev": [0.935, -0.673],
  "charge": -2,
  "energy_ev": -46806.3410,
  "multiplicity": 3,
  "e_lumo_ev": [5.2782, 4.2857],
  "symbols": ["C", "C", "C", "C", "C", "C", "O", "O", "O", "P", "Cl", "Cl", "H", "H", "H", "H", "H", "H", "H"],
  "coordinates": [[2.857637, 0.200079, 0.194736], [-0.091921, -0.385451, -0.139700], [1.965553, 0.830517, -0.390192], [-1.133457, 0.359840, 0.073492], [-2.378199, -0.368276, 0.010177], [-0.891397, 1.807612, 0.154128], [1.465516, -2.728229, -0.242633], [-0.423160, -2.393656, 1.327130], [-0.813962, -2.547982, -1.321776], [0.043275, -2.300966, -0.119324], [4.599645, 0.964344, 0.759475], [2.235068, 2.401332, -1.041216], [2.904873, -0.825466, 0.615507], [-3.109249, 0.128745, 0.665091], [-2.854212, -0.352411, -0.997919], [-2.174972, -1.401737, 0.142576], [0.052570, 1.991867, 0.788024], [-1.674086, 2.503890, 0.444741], [-0.579528, 2.115955, -0.922321]],
  "atomic_forces_ev_per_a": [[3.44, -3.36, 3.04], [2.80, -1.38, -0.53], [-1.92, 2.19, -2.43], [-0.08, -0.04, -0.65], [-2.89, 1.34, -0.95], [1.99, 1.76, -0.91], [1.01, -0.19, -0.67], [-1.13, -0.90, -0.48], [-1.34, -0.11, -0.84], [1.85, 0.95, 2.88], [-0.37, -0.07, -0.25], [-0.29, 0.36, -0.17], [-0.39, 0.92, -0.58], [-0.26, -0.60, 0.30], [0.26, 0.32, 0.22], [-0.36, -0.75, 0.86], [-1.43, -0.11, -0.90], [-0.42, -0.22, 0.36], [-0.45, -0.12, 1.72]]
}

***

Please write out number 2 again, unchanged.
{
  "formula": "C6H7Cl2O3P",
  "method": "ωB97M-V with the def2-TZVPD basis set",
  "homo_ev": [0.935, -0.673],
  "charge": -2,
  "energy_ev": -46806.3410,
  "multiplicity": 3,
  "e_lumo_ev": [5.2782, 4.2857],
  "symbols": ["C", "C", "C", "C", "C", "C", "O", "O", "O", "P", "Cl", "Cl", "H", "H", "H", "H", "H", "H", "H"],
  "coordinates": [[2.857637, 0.200079, 0.194736], [-0.091921, -0.385451, -0.139700], [1.965553, 0.830517, -0.390192], [-1.133457, 0.359840, 0.073492], [-2.378199, -0.368276, 0.010177], [-0.891397, 1.807612, 0.154128], [1.465516, -2.728229, -0.242633], [-0.423160, -2.393656, 1.327130], [-0.813962, -2.547982, -1.321776], [0.043275, -2.300966, -0.119324], [4.599645, 0.964344, 0.759475], [2.235068, 2.401332, -1.041216], [2.904873, -0.825466, 0.615507], [-3.109249, 0.128745, 0.665091], [-2.854212, -0.352411, -0.997919], [-2.174972, -1.401737, 0.142576], [0.052570, 1.991867, 0.788024], [-1.674086, 2.503890, 0.444741], [-0.579528, 2.115955, -0.922321]],
  "atomic_forces_ev_per_a": [[3.44, -3.36, 3.04], [2.80, -1.38, -0.53], [-1.92, 2.19, -2.43], [-0.08, -0.04, -0.65], [-2.89, 1.34, -0.95], [1.99, 1.76, -0.91], [1.01, -0.19, -0.67], [-1.13, -0.90, -0.48], [-1.34, -0.11, -0.84], [1.85, 0.95, 2.88], [-0.37, -0.07, -0.25], [-0.29, 0.36, -0.17], [-0.39, 0.92, -0.58], [-0.26, -0.60, 0.30], [0.26, 0.32, 0.22], [-0.36, -0.75, 0.86], [-1.43, -0.11, -0.90], [-0.42, -0.22, 0.36], [-0.45, -0.12, 1.72]]
}

***

Please write out number 2 again, unchanged.
{
  "formula": "C6H7Cl2O3P",
  "method": "ωB97M-V with the def2-TZVPD basis set",
  "homo_ev": [0.935, -0.673],
  "charge": -2,
  "energy_ev": -46806.3410,
  "multiplicity": 3,
  "e_lumo_ev": [5.2782, 4.2857],
  "symbols": ["C", "C", "C", "C", "C", "C", "O", "O", "O", "P", "Cl", "Cl", "H", "H", "H", "H", "H", "H", "H"],
  "coordinates": [[2.857637, 0.200079, 0.194736], [-0.091921, -0.385451, -0.139700], [1.965553, 0.830517, -0.390192], [-1.133457, 0.359840, 0.073492], [-2.378199, -0.368276, 0.010177], [-0.891397, 1.807612, 0.154128], [1.465516, -2.728229, -0.242633], [-0.423160, -2.393656, 1.327130], [-0.813962, -2.547982, -1.321776], [0.043275, -2.300966, -0.119324], [4.599645, 0.964344, 0.759475], [2.235068, 2.401332, -1.041216], [2.904873, -0.825466, 0.615507], [-3.109249, 0.128745, 0.665091], [-2.854212, -0.352411, -0.997919], [-2.174972, -1.401737, 0.142576], [0.052570, 1.991867, 0.788024], [-1.674086, 2.503890, 0.444741], [-0.579528, 2.115955, -0.922321]],
  "atomic_forces_ev_per_a": [[3.44, -3.36, 3.04], [2.80, -1.38, -0.53], [-1.92, 2.19, -2.43], [-0.08, -0.04, -0.65], [-2.89, 1.34, -0.95], [1.99, 1.76, -0.91], [1.01, -0.19, -0.67], [-1.13, -0.90, -0.48], [-1.34, -0.11, -0.84], [1.85, 0.95, 2.88], [-0.37, -0.07, -0.25], [-0.29, 0.36, -0.17], [-0.39, 0.92, -0.58], [-0.26, -0.60, 0.30], [0.26, 0.32, 0.22], [-0.36, -0.75, 0.86], [-1.43, -0.11, -0.90], [-0.42, -0.22, 0.36], [-0.45, -0.12, 1.72]]
}

***

Look up the charge of the first one. -2